Record 1
ORCA calculation (ωB97M-V with the def2-TZVPD basis set) on 2 unconnected molecules or ions with the total composition C5H9PSi in a non-equilibrium geometry.

Results
charge	0
HOMO energy (spin up / spin down)	-6.28 / -8.71	eV
HOMO-LUMO gap (spin up / spin down)	0.18324 / 0.30600	Eh

Last columns: bonded neighbours and bond lengths (Å).
Element x y z (Å)
1 H -1.03 2.80 0.19  Si4 1.476
2 C 2.29 -0.07 -1.10  H5 1.024, C9 1.433, C10 1.343
3 P -3.45 -0.83 0.00  H15 1.381, H16 1.384
4 Si -0.88 1.53 0.92  H1 1.476, H6 1.483, C13 1.804
5 H 2.89 0.10 -1.91  C2 1.024
6 H -1.91 1.06 1.89  Si4 1.483
7 H 1.37 1.98 -1.07  C9 1.077
8 H 0.28 -1.42 0.75  C14 1.062
9 C 1.34 0.95 -0.76  C2 1.433, H7 1.077, C13 1.351
10 C 2.10 -1.13 -0.30  C2 1.343, H11 1.048, C14 1.469
11 H 2.49 -2.10 -0.41  C10 1.048
12 H 1.62 -0.86 1.62  C14 1.125
13 C 0.54 0.62 0.28  Si4 1.804, C9 1.351, C14 1.486
14 C 1.07 -0.71 0.66  H8 1.062, C10 1.469, H12 1.125, C13 1.486
15 H -4.69 -0.27 0.21  P3 1.381
16 H -4.03 -1.65 -0.95  P3 1.384

Record 2
ORCA calculation (ωB97M-V with the def2-TZVPD basis set) on C5HN in the gas phase in a non-equilibrium geometry.

Results
charge	0
HOMO energy	-9.87	eV
HOMO-LUMO gap	0.30049	Eh

Last columns: bonded neighbours and bond lengths (Å).
Element x y z (Å)
1 C 0.03 0.21 0.03  C3 1.373, C5 1.270
2 C 2.56 0.22 0.08  C5 1.382, N7 1.337
3 C -1.31 -0.09 0.12  C1 1.373, C6 1.289
4 H -3.69 -0.31 0.22  C6 1.228
5 C 1.24 0.54 -0.15  C1 1.270, C2 1.382
6 C -2.55 -0.15 -0.21  C3 1.289, H4 1.228
7 N 3.73 -0.42 -0.09  C2 1.337

Calculated values (kJ/mol) of ΔE to the lowest compared entry with this formula, charge and spin for the records, taken in order: 280.4, 279.0.